Density functional theory data (ωB97M-V/def2-TZVPD) for one molecule with the formula C3H6N2S in a non-equilibrium geometry.

Atoms and positions in Å:
C: -1.6107 1.0583 -0.2088
H: 0.1359 -2.0818 0.8002
C: 0.0593 -1.0461 0.5372
N: 1.7124 0.5506 -0.4629
S: -1.5127 -0.7356 -0.2799
N: -0.6616 1.5934 0.3771
H: -0.3303 2.5390 0.1712
H: -2.4121 1.4649 -0.8685
H: 2.0391 -1.1407 0.2705
H: 0.0707 -0.3990 1.4794
H: 1.2753 -1.1539 -1.4621
C: 1.2347 -0.6491 -0.3534

Calculated values
LUMO (spin up / spin down) = -0.0061 / -0.0099 hartree
Net charge = 0
E = -17018.4210 eV
HOMO (spin up / spin down) = -8.201 / -8.846 eV
2S+1 = 1
Energy relative to the best compared isomer or geometry (same formula, charge and spin) = 542.2 kJ/mol
Maximum force = 4.33 eV Å⁻¹

natural (NBO) population analysis, charges in e, atoms 1 to 5:
1 C -0.001
2 H 0.239
3 C -0.559
4 N -0.130
5 S 0.207

***

Density functional theory data (ωB97M-V/def2-TZVPD) for C46H45Cr2N9O3 as an isolated structure in a non-equilibrium geometry.

Atoms and positions in Å:
C: -13.0036 -11.9968 16.0082
H: -14.3514 -11.4201 14.4283
C: -10.8391 -11.0707 15.7749
H: -10.5110 -3.5904 11.9022
H: -16.9145 -7.0333 17.5434
H: -8.6786 -7.9762 16.0078
N: -10.5998 -8.6132 18.6832
C: -7.9032 -8.1525 18.0358
H: -10.2999 -11.7513 8.7414
N: -12.5225 -10.5190 14.1577
C: -12.6121 -10.7297 10.8928
N: -13.6798 -5.5490 17.1716
N: -12.0329 -9.6419 11.4593
C: -16.5969 -8.5208 19.1003
H: -10.4929 -8.2679 11.2828
H: -9.9314 -8.8844 20.6309
H: -11.9778 -0.0873 13.6390
C: -10.9143 -9.1850 10.8887
C: -15.7117 -9.4654 19.5598
H: -10.9695 -3.8446 7.6273
C: -14.1304 -5.7552 9.8314
H: -13.7697 -4.8414 9.3841
H: -10.7617 -2.7153 16.8678
H: -16.4752 -8.1905 9.3737
H: -9.8325 -10.9257 16.1432
H: -13.4339 -9.1813 17.1183
H: -10.9660 -8.4395 16.6655
C: -7.5939 -4.4541 15.7651
H: -14.0015 -2.5859 18.6652
Cr: -14.5268 -6.8980 15.4631
C: -8.7371 -3.1887 17.2527
C: -12.6926 -6.0632 17.9146
C: -12.1122 -5.3724 18.9675
C: -14.5549 -9.7439 18.8448
N: -12.8557 -1.7963 14.4153
H: -10.6277 -9.7895 14.0172
C: -10.1978 -8.4006 17.4280
C: -10.0388 -5.4300 10.9556
C: -14.0682 -3.1440 12.8285
C: -11.2378 -10.4681 14.6006
H: -13.6143 -10.9767 11.2191
H: -6.6452 -4.8383 15.4093
C: -10.5172 -4.1323 10.9641
C: -10.7620 -11.0593 9.4340
C: -10.2295 -9.8673 9.8927
H: -7.5415 -8.5329 20.1127
H: -11.0048 -2.4492 9.6866
C: -12.5097 -4.0752 19.2364
Cr: -12.9044 -8.5486 13.1518
C: -13.6963 -2.3030 11.7851
H: -8.7429 -2.5469 18.1251
H: -15.8764 -9.9285 20.5248
H: -13.8272 -10.4742 19.1627
C: -8.8745 -8.1549 17.0574
H: -11.3741 -12.4083 17.3645
C: -13.3445 -11.3655 14.8208
C: -13.4874 -3.5039 18.4170
H: -6.8790 -7.9646 17.7439
C: -13.5576 -6.3453 10.9460
C: -8.7031 -4.6371 14.9312
C: -15.2707 -6.3519 9.2901
C: -9.8966 -4.0423 15.3596
N: -15.1698 -8.0553 17.2384
C: -12.5883 -0.9530 13.4136
H: -12.7047 -5.9013 11.4444
C: -12.8838 -1.2138 12.0764
H: -14.6128 -4.0588 12.6387
H: -11.3384 -5.8348 19.5644
C: -14.9935 -8.1203 10.8468
C: -10.7953 -3.5083 9.7522
H: -12.1376 -3.4906 20.0660
H: -13.8790 -2.5848 10.7558
C: -15.6683 -7.5878 9.7656
O: -12.4485 -7.6025 15.1488
H: -15.7251 -5.8906 8.4232
H: -10.7351 -4.0437 14.6687
C: -13.6229 -2.8377 14.1070
C: -9.9432 -3.3507 16.5578
H: -17.4330 -8.2069 19.7084
H: -14.8600 -3.8720 16.8249
C: -14.0377 -4.2702 17.4039
C: -11.9892 -11.4909 9.9367
N: -9.9420 -6.1622 9.8475
C: -10.7925 -4.2895 8.5967
N: -13.8871 -7.5707 11.3962
C: -11.7135 -11.8615 16.4961
C: -16.2970 -7.8359 17.9272
H: -12.5037 -0.5493 11.3135
N: -7.5811 -3.7453 16.8980
H: -9.7184 -5.7597 11.9373
H: -15.3097 -9.0845 11.2268
C: -9.6294 -8.6773 19.6116
H: -13.6826 -12.6339 16.5583
H: -8.6649 -5.1741 13.9960
C: -10.3301 -5.5976 8.6961
O: -12.9917 -6.0945 13.9488
H: -9.2715 -9.6032 9.4689
H: -12.3720 -7.0586 17.6514
H: -12.5317 -12.2926 9.4553
C: -8.2985 -8.4408 19.3466
C: -14.3574 -9.0327 17.6692
H: -10.2800 -6.2631 7.8448
O: -11.1671 -7.2432 13.4973
C: -11.9243 -6.6796 14.3521
H: -13.8631 -3.5374 14.8983

Calculated values
LUMO (spin up / spin down) = -0.2359 / -0.2506 hartree
Net charge = +2
E = -124814.0812 eV
HOMO (spin up / spin down) = -13.070 / -13.071 eV
2S+1 = 9
Energy relative to the best compared isomer or geometry (same formula, charge and spin) = 0.0 kJ/mol
Maximum force = 8.55 eV Å⁻¹

Löwdin population analysis, charges in e, atoms 1 to 5:
1 C -0.048
2 H 0.116
3 C -0.042
4 H 0.102
5 H 0.121